[1]
C31H54I2O6 | ωB97M-V/def2-TZVPD

```
93
Properties=species:S:1:pos:R:3:forces:R:3
C 3.636595 -0.921235 1.916879 -0.045 0.037 0.110
C 4.641399 -2.028870 1.602443 -0.038 -0.025 0.035
C 5.295025 -1.943190 0.222552 0.091 0.002 -0.025
C 6.061516 -0.639863 -0.045023 0.034 0.168 0.009
C 5.247162 0.464138 -0.731002 -0.022 -0.136 0.089
C 6.036401 1.759399 -0.936013 0.040 -0.047 0.056
C 6.185436 2.611260 0.332577 0.040 -0.057 -0.023
C 4.875712 3.240912 0.833558 0.112 0.051 -0.053
C 4.565214 4.560581 0.120385 -0.132 -0.048 0.067
C 3.244460 5.284013 0.492034 0.068 -0.020 -0.084
C 2.080372 4.412276 0.982787 0.052 -0.088 -0.117
C 2.150604 3.966619 2.456531 0.039 -0.097 -0.111
C 0.805917 3.995502 3.211019 0.018 0.031 0.040
C 0.246508 2.619309 3.603992 -0.076 -0.018 0.054
C -0.311690 1.869060 2.427451 0.436 -0.097 -0.132
C 0.436273 1.365175 1.435055 -0.045 0.159 0.355
C -0.129320 0.687473 0.256860 -0.102 -0.074 0.160
O 0.580738 0.234134 -0.610232 0.170 -0.082 -0.190
C -1.616152 0.541823 0.187784 -0.213 0.017 0.194
C -2.187454 -0.105687 -1.014677 -0.177 0.029 -0.020
I -2.294090 1.230977 -2.618371 -0.006 -0.049 0.033
C -2.586948 -1.373780 -1.041295 0.195 0.036 0.100
C -2.405514 -2.320715 0.122212 -0.022 0.010 -0.077
I -3.394875 -2.265020 -2.737489 -0.037 -0.013 -0.126
C -2.365915 1.003559 1.194557 -0.051 -0.262 -0.538
C -1.790879 1.694003 2.360401 0.055 0.059 -0.170
O -2.521443 2.113562 3.228141 -0.197 0.124 0.313
H 2.983496 -0.731026 1.063549 -0.056 -0.014 -0.036
H 2.999780 -1.204842 2.760416 0.088 0.053 -0.025
H 4.129967 0.019422 2.182897 -0.017 -0.042 -0.096
H 5.434374 -2.026973 2.359219 -0.077 -0.011 0.000
H 4.131316 -2.993630 1.695125 0.086 0.030 -0.057
H 4.539334 -2.094004 -0.557305 0.006 0.042 0.034
H 5.993599 -2.782021 0.136729 -0.077 0.025 -0.017
H 6.932851 -0.848601 -0.676421 -0.044 -0.002 0.063
H 6.456380 -0.261936 0.907523 0.031 -0.046 -0.075
H 4.897227 0.086786 -1.697592 0.018 0.021 0.043
H 4.350625 0.665621 -0.141776 -0.067 0.001 -0.090
H 7.035660 1.488590 -1.298482 -0.056 0.106 -0.030
H 5.573262 2.359505 -1.726052 -0.015 -0.027 0.049
H 6.630117 1.995265 1.121758 -0.070 0.030 -0.031
H 6.909670 3.408227 0.131261 -0.022 -0.014 0.069
H 4.065197 2.523661 0.680995 -0.083 0.048 0.080
H 4.946221 3.417785 1.911124 -0.028 -0.011 -0.029
H 5.406565 5.229085 0.328728 -0.076 0.075 -0.143
H 4.570236 4.386558 -0.960898 0.028 -0.064 0.062
H 2.890392 5.805799 -0.403295 0.114 0.032 0.067
H 3.447383 6.071229 1.226333 -0.050 -0.122 0.070
H 1.147300 4.964204 0.830571 0.098 0.053 0.025
H 2.008681 3.540701 0.321695 -0.090 -0.002 0.045
H 2.875059 4.598807 2.977133 -0.078 0.035 0.006
H 2.559252 2.953597 2.515098 0.097 0.098 0.047
H 0.049928 4.500722 2.603045 0.026 0.066 0.043
H 0.905772 4.586983 4.125129 0.001 -0.056 -0.047
H -0.556344 2.763316 4.328147 0.030 -0.079 -0.041
H 1.018826 2.014655 4.087996 0.034 0.066 -0.046
H 1.518851 1.425452 1.448397 -0.037 -0.013 -0.025
H -2.618915 -1.821455 1.066763 0.071 -0.029 0.004
H -3.060597 -3.184672 0.025217 -0.001 0.082 0.057
H -1.374837 -2.688832 0.137495 -0.056 0.044 0.024
H -3.447301 0.918247 1.178137 0.059 -0.022 0.034
C -8.297689 0.542784 1.695217 0.008 -0.005 -0.015
O -7.690389 0.631863 0.420497 0.034 0.012 0.017
C -8.009110 1.821984 -0.281449 -0.035 -0.068 -0.015
C -6.895358 2.841830 -0.202147 0.048 0.063 0.021
O -6.693100 3.308834 1.120651 -0.022 -0.053 -0.001
C -5.610134 2.681493 1.779801 -0.004 0.047 0.011
H -7.862672 -0.317657 2.200839 -0.008 -0.016 -0.015
H -8.114435 1.439171 2.292749 -0.012 0.002 0.010
H -9.378435 0.388330 1.604531 -0.005 0.026 0.006
H -8.935499 2.256764 0.107538 -0.014 0.009 0.001
H -8.173357 1.555923 -1.330040 0.005 0.003 0.004
H -7.156138 3.703576 -0.823940 -0.006 -0.009 0.005
H -5.971059 2.407099 -0.598066 0.019 0.000 -0.021
H -4.652917 2.997100 1.349541 -0.015 -0.005 -0.013
H -5.687128 1.591753 1.726114 0.019 -0.006 0.012
H -5.635586 2.987191 2.823508 0.010 0.026 -0.005
C -0.696351 -5.423808 -3.317288 0.028 0.004 0.027
O -0.728445 -6.780915 -2.916596 -0.006 -0.021 -0.054
C -2.040045 -7.305050 -2.800985 0.048 0.034 0.070
C -2.430842 -8.130477 -4.006329 -0.038 -0.019 -0.069
O -2.520215 -7.344887 -5.182417 0.010 0.028 0.017
C -1.388071 -7.447726 -6.024549 -0.011 0.006 0.005
H 0.340695 -5.170913 -3.531377 0.011 -0.019 0.024
H -1.298602 -5.252801 -4.213101 -0.011 0.020 0.008
H -1.059871 -4.771374 -2.516087 -0.029 0.011 -0.022
H -2.762930 -6.494413 -2.660076 -0.015 0.009 0.006
H -2.067351 -7.941764 -1.911236 -0.001 -0.001 -0.008
H -3.414714 -8.575239 -3.828188 0.006 0.003 0.004
H -1.711153 -8.943882 -4.144738 0.008 -0.015 0.002
H -1.341313 -8.433720 -6.499805 0.017 -0.008 0.017
H -0.459853 -7.272624 -5.475167 0.009 -0.006 -0.006
H -1.492316 -6.690088 -6.799182 -0.020 -0.010 -0.009
```
Positions in Å, forces in eV/Å.

Properties
Orbital gap in eV: 7.40
M in g mol⁻¹: 776.575
HOMO level in eV: -9.0


[2]
C21H25FN3NiO2 | ωB97M-V/def2-TZVPD

```
53
Properties=species:S:1:pos:R:3:forces:R:3
Ni -0.021202 -0.749900 -0.219585 -0.258 -0.045 -0.466
C -0.424044 -2.586563 -2.496198 -0.528 -0.463 -0.452
N -0.032392 -1.172827 -2.548842 0.218 1.638 0.110
C -1.024414 -0.221284 -3.235727 1.176 -1.444 -0.168
C -2.261193 0.213769 -2.420005 0.902 0.925 0.029
C -2.832774 -0.711688 -1.359178 -0.102 1.063 1.362
N -2.066637 -0.599290 -0.091709 -0.117 -0.561 -0.801
C -2.719397 -0.318181 0.966076 -0.721 -0.023 -0.458
C -2.208649 -0.224450 2.307467 0.783 0.304 -0.210
C -3.085106 0.158840 3.311630 -0.432 0.018 1.799
C -2.703200 0.239616 4.661431 0.394 -0.030 -1.119
C -1.364322 -0.062692 4.985287 -0.375 -0.301 -0.988
C -0.467243 -0.445246 4.016840 -0.275 0.312 -0.404
C -0.811433 -0.416747 2.614275 0.498 -0.249 -0.016
O 0.113205 -0.554820 1.736465 -0.527 -0.249 1.043
C 1.391245 -0.916781 -3.012123 -1.790 1.163 -0.106
C 2.476287 -1.829694 -2.468481 0.704 -0.525 -0.914
C 2.680945 -1.819063 -0.978704 -0.693 1.374 1.891
N 1.963021 -0.640608 -0.386576 1.846 -0.218 -0.092
C 2.718493 0.272016 0.125006 -0.975 -0.350 -0.155
C 2.254628 1.592794 0.521396 -1.034 0.239 0.162
C 3.083188 2.466911 1.220070 0.173 1.905 0.296
C 2.698748 3.783416 1.599209 -0.057 -1.802 -0.484
C 1.365866 4.164094 1.401808 -0.175 0.068 -0.274
C 0.480848 3.321101 0.739067 0.466 -0.117 -0.033
C 0.877292 2.030556 0.224664 0.495 -0.135 0.826
O 0.024454 1.288050 -0.367151 0.033 0.529 -0.355
H 0.373519 -3.251505 -2.851874 -0.260 0.192 -0.498
H -1.369936 -2.791981 -3.001532 0.095 0.113 -0.427
H -0.406204 -2.830715 -1.328396 -0.918 -0.357 -2.375
H -1.365461 -0.751595 -4.153816 0.210 0.300 0.237
H -0.449121 0.683006 -3.540380 -0.428 -0.603 0.230
H -3.070154 0.446934 -3.120257 0.142 -0.031 -0.110
H -1.961163 1.178654 -1.942433 -0.477 -0.743 -0.015
H -2.871751 -1.756374 -1.656380 -0.053 -0.041 -0.080
H -3.843364 -0.311041 -1.108134 0.250 -0.599 -0.437
H -3.826108 -0.157279 0.838896 0.730 -0.051 0.324
H -4.124500 0.386162 3.064453 0.198 -0.112 -0.098
H -3.382783 0.522207 5.443440 -0.320 0.139 0.043
H -1.030077 -0.012343 5.996447 0.108 -0.025 0.691
H 0.546320 -0.722166 4.280848 0.037 0.139 -0.129
H 1.553886 0.141553 -2.675259 0.264 -0.907 -0.276
H 1.426129 -0.884270 -4.124195 0.026 -0.318 0.336
H 3.422459 -1.464316 -2.916724 -0.462 -0.120 -0.080
H 2.396355 -2.898267 -2.769448 -0.213 0.798 -0.181
H 3.739098 -1.618624 -0.740975 -0.147 -0.822 -0.045
H 2.240676 -2.702497 -0.497601 0.422 0.190 -0.153
H 3.773354 0.003573 0.272041 0.053 0.467 -0.092
H 4.111575 2.237458 1.500188 -0.133 -0.509 -0.326
H 3.447054 4.422962 2.034444 -0.063 0.184 0.264
H 1.028835 5.145004 1.781125 0.081 -0.566 -0.295
H -0.567672 3.590490 0.611796 0.245 -0.056 -0.013
F 0.102814 -2.866370 -0.242663 0.983 0.316 3.482
```
Positions in Å, forces in eV/Å.

Properties
Orbital gap (spin up / spin down) in eV: 7.35 / 7.37
Total charge: -1
M in g mol⁻¹: 429.141
Spin multiplicity: 3
HOMO level (spin up / spin down) in eV: -4.1 / -4.1


[3]
C31H59BrFN6O12P2 | ωB97M-V/def2-TZVPD

```
112
Properties=species:S:1:pos:R:3:forces:R:3
C 3.290610 -2.473509 -1.283616 0.781 -0.479 0.982
P 3.624909 -0.902259 -2.376531 2.964 -0.951 0.415
O 4.790829 -1.527299 -3.573424 -1.421 1.365 1.829
C 2.087153 -0.238918 -3.252975 -0.827 0.435 -1.285
Br 2.899818 1.265647 -4.395865 0.326 -0.961 0.812
C 1.189818 0.586278 -2.145271 -0.003 1.040 0.369
C 0.928603 2.184886 -2.564444 -4.677 1.352 -4.619
O -0.070936 2.482387 -3.442113 6.420 -2.193 5.885
N 1.784129 3.250418 -1.881136 -0.507 0.091 -1.997
C 2.135665 4.392521 -2.802553 -3.333 5.450 -3.922
O 1.294576 5.185891 -3.469611 6.132 -5.977 4.942
F 3.598408 4.741047 -2.955491 -4.631 -1.878 0.987
C -0.274436 -0.032489 -1.795071 0.213 1.422 2.921
C -0.184962 -0.778481 -0.329830 0.676 0.149 0.836
C -0.702716 0.299132 0.840792 1.635 -0.989 -0.575
O -2.166074 0.352355 0.975505 1.847 0.130 -1.658
N -0.947824 -0.827186 -2.888084 -0.172 0.398 -1.126
C -2.334419 -1.375188 -2.488906 -1.601 -1.224 0.097
C -3.334307 -1.642407 -3.756156 -1.232 0.547 -0.174
C -4.002036 -0.290779 -4.417539 -1.539 2.711 -1.740
C -4.843909 -0.535004 -5.841974 -0.013 3.815 1.387
C -5.604469 0.724129 -6.584060 1.921 0.864 3.521
C -5.567464 2.254270 -5.931791 2.590 -4.113 2.302
C -4.691197 2.450247 -4.527002 -0.637 -2.630 -1.692
C -3.913981 1.208428 -3.749741 -2.258 -0.914 -3.947
C -0.066076 -1.873048 -3.555509 0.077 -2.714 -1.116
O 0.367144 -2.959732 -2.614340 -1.050 1.024 -2.215
C 1.246905 -1.145289 -4.295131 -2.258 0.190 1.155
O 0.824052 -0.139362 -5.327498 -3.332 -2.747 -1.924
C -0.170308 -0.613173 -6.254548 -5.486 -4.139 -3.985
N -1.092109 -1.175406 -7.010228 8.433 5.284 7.012
P 2.135486 -2.532215 -5.223325 7.242 -3.385 -5.839
O 3.324508 -2.043643 -6.183801 -5.228 -0.967 4.139
O 2.869528 -3.771948 -4.183514 -2.496 1.430 -1.664
O 1.077607 -3.520289 -6.257543 1.322 1.148 2.530
H 3.708277 -3.465176 -1.755530 -1.285 1.996 0.692
H 3.984143 -2.288340 -0.326390 -1.443 -0.156 -2.172
H 2.208865 -2.539033 -0.861246 1.900 -0.140 -1.097
H 5.590944 -0.925618 -3.613311 -1.566 -0.690 0.179
H 1.862745 0.651806 -1.163432 -1.540 -0.307 -2.020
H 1.233069 3.597561 -1.054039 0.795 -0.162 -0.914
H -0.998774 0.899243 -1.599997 1.540 -2.054 -0.786
H -0.718355 -1.815787 -0.268626 0.797 2.097 -0.134
H 0.954812 -0.974957 -0.034940 -2.482 0.341 -0.930
H -0.196671 1.324782 0.553297 -1.238 -1.687 0.717
H -0.149862 -0.069414 1.833167 -1.874 0.892 -1.969
H -2.508178 0.522086 0.049677 0.435 -0.122 1.684
H -1.172812 -0.124893 -3.657566 0.419 -0.642 0.738
H -2.143055 -2.405024 -1.958723 -0.396 2.245 -0.828
H -2.870875 -0.594046 -1.789164 1.366 -1.687 -1.309
H -2.887451 -2.276628 -4.629589 -0.559 1.175 1.717
H -4.250892 -2.276131 -3.329263 2.131 1.315 -0.738
H -4.901137 -1.632699 -6.304041 0.174 2.761 1.123
H -6.201500 0.603076 -7.588836 1.394 -0.011 2.276
H -6.142820 3.127522 -6.468958 1.422 -1.900 1.359
H -4.656339 3.545351 -4.073716 0.018 -2.691 -0.967
H -3.323739 1.414973 -2.745399 -1.403 -0.378 -2.363
H -0.740566 -2.476873 -4.336097 1.468 2.048 1.252
H 0.214495 -3.853207 -3.087209 0.293 2.100 1.013
H 2.669796 -4.685711 -4.538250 0.161 1.500 0.412
H 1.609838 -4.276017 -6.649658 -0.473 1.478 0.628
C 0.115490 -7.494279 0.747040 0.121 -0.116 0.369
C -0.669157 -6.264589 0.294453 0.075 -0.281 -0.286
C -1.848918 -6.585058 -0.652909 0.084 0.285 -0.062
O -1.465894 -6.920461 -1.989214 -0.209 0.130 0.477
C -0.974410 -8.242967 -2.142332 0.169 0.048 -0.426
N 0.263163 -5.302487 -0.314568 -0.266 0.167 -0.323
H 0.811410 -7.859512 -0.012481 -0.149 0.097 0.020
H 0.718408 -7.254224 1.632190 -0.148 0.002 -0.226
H -0.558935 -8.313744 1.018493 0.097 0.102 -0.053
H -1.092237 -5.802612 1.196433 -0.032 0.003 -0.206
H -2.463313 -5.679400 -0.742532 0.109 -0.086 -0.102
H -2.502366 -7.357554 -0.233995 0.116 -0.139 0.004
H -1.498818 -8.955630 -1.500762 0.058 0.061 0.063
H 0.099579 -8.266074 -1.949682 -0.029 -0.233 0.131
H -1.120451 -8.542634 -3.184419 -0.111 0.123 0.136
H -0.242758 -4.438688 -0.510310 0.116 -0.030 0.126
H 0.503717 -5.659083 -1.244554 0.058 -0.024 0.345
C 0.242451 5.346385 1.810951 -0.237 0.108 -0.218
C 0.229563 4.175197 2.791151 0.268 0.234 0.051
C 0.715336 4.540179 4.213418 0.227 -0.312 0.026
O 2.129302 4.717106 4.333039 -0.688 0.031 -0.024
C 2.606706 5.960552 3.843188 0.422 -0.154 0.055
N 1.016018 3.069216 2.221884 0.195 -0.129 0.086
H 1.240405 5.567927 1.424195 -0.044 -0.044 0.170
H -0.385507 5.118418 0.940131 0.057 0.007 0.174
H -0.155452 6.254366 2.277110 0.079 -0.117 -0.107
H -0.812603 3.840315 2.879084 0.165 -0.009 0.115
H 0.467362 3.702301 4.878399 0.150 0.075 -0.102
H 0.183158 5.411904 4.608536 0.016 0.140 -0.129
H 1.908427 6.777935 4.040153 -0.062 -0.035 -0.066
H 2.821026 5.883157 2.775865 -0.072 0.241 -0.048
H 3.552557 6.184582 4.345432 -0.185 -0.115 0.038
H 0.910462 2.251987 2.823062 -0.014 0.096 -0.106
H 2.005294 3.317170 2.320637 -0.270 -0.031 -0.058
C 2.393166 3.389243 9.240125 0.380 0.091 0.041
C 1.461689 3.396785 8.029781 -0.205 -0.139 0.275
C 0.110946 4.107269 8.280256 -0.089 -0.274 -0.183
O -0.814633 3.363704 9.077330 0.357 0.456 -0.210
C -0.537173 3.385181 10.468941 -0.300 -0.344 0.001
N 1.263937 2.012013 7.572538 -0.368 0.094 -0.038
H 2.122052 2.634082 9.982285 -0.069 0.097 -0.137
H 3.420217 3.162793 8.926256 -0.258 0.023 0.014
H 2.406014 4.367400 9.733182 -0.013 -0.122 -0.037
H 1.976018 3.947645 7.231028 -0.180 -0.039 0.019
H -0.382170 4.243512 7.308658 -0.025 -0.124 0.154
H 0.255377 5.111176 8.693227 0.090 0.001 0.182
H -0.145312 4.351141 10.797377 0.090 -0.017 -0.046
H 0.154235 2.580064 10.723584 0.120 0.155 0.173
H -1.470153 3.189347 11.005850 0.048 0.087 -0.187
H 0.737218 2.029980 6.699231 0.154 -0.034 0.086
H 0.623077 1.562099 8.233429 0.273 0.095 -0.152
```
Positions in Å, forces in eV/Å.

Properties
Orbital gap in eV: 7.01
Total charge: +1
M in g mol⁻¹: 868.693
HOMO level in eV: -10.6


Number 1: DFT total energy -2260.292730 a.u.. Number 2: DFT total energy -2738.194597 a.u.. Number 3: DFT total energy -5803.638504 a.u..